C24H30N4O3S2 | the ωB97M-V functional and the def2-TZVPD basis

Values from the calculation:
**SMILES**: Cc1ccc(CSc2nnc(-c3cccc(S(=O)(=O)N4CCOCC4)c3)n2CC(C)C)cc1
**HOMO-LUMO gap**: 0.3177 Ha
**Relative energy (zero: lowest compared OMol25 entry of this formula, charge and spin)**: 2.191 eV
**Calculated total energy**: -59147.993 eV

```
! wB97M-V def2-TZVPD RIJCOSX def2/J DEFGRID3
* xyz 0 1
C 7.287 -1.210 3.939
C 6.181 -1.986 3.291
C 4.882 -1.903 3.779
C 3.857 -2.628 3.203
C 4.111 -3.459 2.118
C 5.406 -3.539 1.620
C 6.428 -2.814 2.203
H 7.430 -2.890 1.806
H 5.612 -4.173 0.769
C 3.004 -4.221 1.472
H 3.339 -5.184 1.088
H 2.146 -4.340 2.129
S 2.379 -3.334 -0.014
C 1.365 -2.170 0.771
N 0.979 -2.209 2.021
N 0.248 -1.118 2.248
C 0.169 -0.422 1.140
N 0.872 -1.060 0.144
C 1.190 -0.659 -1.203
H 0.859 0.371 -1.348
H 2.281 -0.693 -1.306
C 0.581 -1.581 -2.273
C 1.053 -1.115 -3.647
H 0.655 -1.767 -4.420
H 2.138 -1.133 -3.710
H 0.709 -0.101 -3.841
C -0.944 -1.616 -2.222
H -1.364 -0.671 -2.562
H -1.315 -2.400 -2.878
H -1.301 -1.826 -1.214
H 0.960 -2.592 -2.092
C -0.536 0.844 1.055
C -1.193 1.266 -0.095
C -1.820 2.493 -0.115
C -1.840 3.320 0.989
C -1.223 2.885 2.155
C -0.576 1.664 2.188
H -0.090 1.318 3.087
H -1.240 3.507 3.037
H -2.330 4.279 0.923
S -2.604 2.932 -1.659
O -1.723 2.571 -2.733
O -3.074 4.288 -1.589
N -3.855 1.809 -1.659
C -4.973 2.176 -0.811
H -4.572 2.657 0.081
C -5.937 3.116 -1.542
H -6.845 3.272 -0.956
O -6.353 2.559 -2.770
C -5.250 2.310 -3.614
H -5.660 1.901 -4.539
C -4.276 1.327 -2.961
H -3.379 1.215 -3.570
H -4.757 0.354 -2.819
H -4.718 3.250 -3.826
H -5.434 4.078 -1.714
H -5.490 1.254 -0.526
H -1.252 0.663 -0.982
H 2.849 -2.547 3.583
H 4.672 -1.262 4.623
H 7.577 -1.687 4.876
H 6.963 -0.197 4.169
H 8.162 -1.164 3.295
*
```